1.
This record from the OMol25 dataset describes a cluster of 10 separate species, C48H117Cl6N7 in total in a non-equilibrium geometry. The level of theory is the ωB97M-V functional and the def2-TZVPD basis.

Results
Total charge = 0
SMILES = CCN(CC)CC.CCN(CC)CC.CCN(CC)CC.CCN(CC)CC.CCN(CC)CC.CCN(CC)CC.CCN(CC)CC.ClCCCl.ClCCCl.ClCCCl

Atoms and positions in Å:
Cl (-3.7184, 2.9373, -5.2689)
C (-4.9397, 3.8720, -4.4614)
C (-4.2222, 5.0372, -3.7772)
Cl (-3.2806, 4.7545, -2.3265)
H (-5.3543, 3.2271, -3.6673)
H (-5.6417, 4.2218, -5.2004)
H (-5.0689, 5.6718, -3.4726)
H (-3.5441, 5.5475, -4.4604)
Cl (3.6808, 2.2654, 1.7587)
C (2.0772, 1.4192, 1.7744)
C (1.3050, 1.6313, 3.0633)
Cl (2.0588, 1.0427, 4.5047)
H (2.1872, 0.3272, 1.6296)
H (1.5347, 1.8104, 0.8655)
H (0.3951, 0.9987, 3.0632)
H (1.0712, 2.6522, 3.1465)
Cl (2.3704, -4.4321, -0.9046)
C (2.6182, -3.1982, 0.3882)
C (1.3313, -3.0807, 1.1373)
Cl (1.3096, -1.8556, 2.4588)
H (2.9596, -2.2707, -0.0872)
H (3.3909, -3.6911, 0.9899)
H (1.1319, -3.9974, 1.6555)
H (0.4935, -2.7812, 0.4921)
C (-2.6365, -6.0370, 2.7184)
C (-1.3221, -5.1951, 2.2591)
N (-0.9625, -5.2029, 0.8908)
C (-0.3481, -6.3917, 0.3423)
C (0.6832, -7.0899, 1.2567)
C (-1.8992, -4.6979, -0.0526)
C (-2.5613, -3.3477, 0.4376)
H (-3.5561, -5.7746, 2.1153)
H (-2.7953, -5.7674, 3.7876)
H (-2.4505, -7.0909, 2.6271)
H (-1.5164, -4.1928, 2.5646)
H (-0.4636, -5.5773, 2.9058)
H (-1.0828, -7.0683, -0.0318)
H (0.1073, -6.0149, -0.5931)
H (0.1880, -7.7922, 1.9724)
H (1.3075, -7.6523, 0.6047)
H (1.3594, -6.3750, 1.7545)
H (-2.7809, -5.3512, -0.3763)
H (-1.2704, -4.5769, -0.9510)
H (-1.8611, -2.5765, 0.7386)
H (-3.2601, -3.4542, 1.2291)
H (-3.0971, -2.9014, -0.4069)
C (-0.6900, -7.0009, -6.5464)
C (-1.0976, -6.4755, -5.1866)
N (-2.2894, -5.6282, -5.1859)
C (-3.4856, -6.3483, -5.6451)
C (-4.0549, -7.5144, -4.8420)
C (-2.3324, -4.8833, -3.9525)
C (-3.5234, -3.9715, -3.7449)
H (-0.6091, -6.2458, -7.3438)
H (-1.3574, -7.8175, -6.9235)
H (0.2588, -7.5093, -6.4695)
H (-1.1856, -7.4014, -4.4735)
H (-0.2856, -5.8412, -4.8600)
H (-4.1042, -5.5259, -5.9539)
H (-3.1979, -6.7769, -6.6070)
H (-3.6669, -8.4611, -5.1374)
H (-4.0373, -7.3895, -3.8003)
H (-5.1083, -7.6253, -5.0477)
H (-1.4688, -4.2973, -4.0211)
H (-2.2518, -5.6197, -3.1171)
H (-3.4326, -3.5145, -2.7411)
H (-4.4771, -4.4759, -3.9701)
H (-3.5129, -3.1778, -4.4480)
C (-1.2631, -1.6277, 5.0751)
C (-2.6213, -0.9105, 5.2508)
N (-3.5605, -1.6285, 6.1349)
C (-3.9356, -2.9738, 5.6666)
C (-4.8801, -2.8869, 4.4718)
C (-3.0916, -1.6312, 7.4694)
C (-4.1711, -1.8515, 8.5204)
H (-0.5534, -0.8942, 4.6921)
H (-1.3459, -2.4699, 4.3643)
H (-0.7422, -1.9003, 6.0397)
H (-2.3197, 0.0400, 5.6359)
H (-3.1382, -0.8255, 4.3278)
H (-3.0373, -3.6674, 5.4229)
H (-4.4945, -3.4309, 6.4645)
H (-5.2153, -3.8994, 4.1382)
H (-5.7231, -2.1390, 4.6707)
H (-4.3329, -2.4529, 3.6417)
H (-2.5922, -0.6784, 7.6698)
H (-2.3133, -2.4124, 7.5755)
H (-4.9518, -1.0799, 8.3577)
H (-3.8928, -1.6799, 9.5683)
H (-4.4916, -2.8998, 8.5282)
C (3.4462, 5.9297, 0.7281)
C (3.6337, 5.7018, -0.7902)
N (3.3349, 6.7399, -1.8461)
C (4.2350, 6.5292, -2.9899)
C (4.1633, 7.5119, -4.1333)
C (1.9360, 6.7403, -2.2332)
C (0.9762, 7.2170, -1.2131)
H (3.8137, 6.9133, 1.0277)
H (3.9799, 5.1343, 1.2124)
H (2.3468, 5.8256, 0.9100)
H (4.6782, 5.4111, -0.9581)
H (2.9528, 4.8532, -1.0748)
H (4.0757, 5.5110, -3.2890)
H (5.2480, 6.4519, -2.5895)
H (4.7924, 7.0208, -4.8550)
H (4.6426, 8.4419, -3.8496)
H (3.1704, 7.6879, -4.5643)
H (1.9505, 7.3702, -3.1219)
H (1.6929, 5.6792, -2.6172)
H (1.1558, 8.1598, -0.7915)
H (-0.0106, 7.1458, -1.6086)
H (1.0206, 6.5573, -0.4354)
C (1.9074, 5.0886, 4.0727)
C (0.4980, 5.6539, 4.4376)
N (-0.6432, 4.7219, 4.3491)
C (-0.5212, 3.8590, 5.5525)
C (-1.3650, 2.6415, 5.4737)
C (-1.9650, 5.3962, 4.3291)
C (-2.4406, 5.9878, 2.9647)
H (2.6082, 5.9613, 3.9668)
H (1.7994, 4.5597, 3.0815)
H (2.4300, 4.4004, 4.6833)
H (0.4163, 6.3128, 5.3198)
H (0.3848, 6.4510, 3.6959)
H (0.5113, 3.5626, 5.6880)
H (-0.8209, 4.3348, 6.5163)
H (-1.1972, 2.1409, 4.5362)
H (-1.1675, 1.9646, 6.3105)
H (-2.3832, 3.0139, 5.6646)
H (-2.0364, 6.1945, 5.1023)
H (-2.6901, 4.7034, 4.6369)
H (-1.6418, 6.6108, 2.4290)
H (-3.3576, 6.6393, 3.2366)
H (-2.6015, 5.0351, 2.3712)
C (5.4536, -1.3660, -5.3925)
C (4.8968, -0.9028, -4.0146)
N (5.8205, 0.0479, -3.3531)
C (5.7808, 1.4743, -3.8442)
C (4.4448, 2.1279, -3.7567)
C (5.5874, -0.0017, -1.9113)
C (6.2267, -1.1273, -1.1432)
H (5.1371, -0.7521, -6.2465)
H (5.2498, -2.4601, -5.5915)
H (6.4934, -1.2581, -5.4037)
H (3.8829, -0.4777, -4.0599)
H (4.9776, -1.8239, -3.4320)
H (6.4695, 2.0666, -3.2128)
H (6.1679, 1.5031, -4.8337)
H (4.0278, 2.1291, -2.7705)
H (4.4824, 3.1807, -4.0798)
H (3.7337, 1.6359, -4.4134)
H (4.5209, 0.0299, -1.6638)
H (5.9118, 0.9574, -1.4610)
H (6.3460, -0.7684, -0.1032)
H (7.1827, -1.5900, -1.3932)
H (5.4639, -1.8995, -1.0761)
C (0.7645, -0.5702, -2.7667)
C (0.9782, 0.4710, -1.6964)
N (-0.1761, 1.1413, -1.0812)
C (-0.6728, 2.2431, -1.8756)
C (0.2045, 3.4678, -1.6131)
C (-1.2014, 0.2792, -0.5805)
C (-1.8352, 0.9161, 0.5764)
H (-0.3026, -0.5076, -3.0991)
H (1.0292, -1.5423, -2.4956)
H (1.3202, -0.4015, -3.6457)
H (1.4589, -0.0027, -0.8004)
H (1.7508, 1.2174, -1.9395)
H (-0.7202, 2.0158, -2.9463)
H (-1.6760, 2.4461, -1.5842)
H (1.2323, 3.2121, -1.8031)
H (-0.1845, 4.3061, -2.1009)
H (0.1782, 3.6599, -0.5263)
H (-0.7840, -0.7150, -0.2406)
H (-1.9431, 0.0670, -1.3868)
H (-2.7190, 0.3607, 0.9108)
H (-2.1786, 1.9367, 0.3484)
H (-1.0899, 0.9264, 1.4039)

2.
This record from the OMol25 dataset describes a cluster of 11 separate species, C48H125N7O15 in total in a non-equilibrium geometry. The level of theory is the ωB97M-V functional and the def2-TZVPD basis.

Results
Total charge = 0
ΔE to the lowest compared entry with this formula, charge and spin = 770.6 kJ/mol
SMILES = COC[C@H](C)N.COC[C@H](C)N.COC[C@H](C)N.COCCNCCOC.COCCNCCOC.COCCNCCOC.COCCNCCOC.CC(C)O.CC(C)O.CC(C)O.CC(C)O

Atoms and positions in Å:
C (2.2718, -1.7428, 4.5467)
C (1.7075, -3.1006, 4.2248)
C (0.6530, -3.0854, 3.0971)
O (2.7859, -3.8875, 3.7541)
H (1.5693, -1.0805, 5.0526)
H (2.4606, -1.1311, 3.6645)
H (3.1418, -1.7281, 5.2031)
H (1.5015, -3.5726, 5.1855)
H (-0.2296, -2.5217, 3.3997)
H (0.1597, -4.0418, 2.9238)
H (1.1273, -2.6811, 2.2029)
H (3.5640, -3.7158, 4.2894)
C (3.9847, 0.0426, -4.5428)
C (2.6833, 0.1092, -3.7443)
C (1.7534, -0.8721, -4.4393)
O (3.0105, -0.3580, -2.4715)
H (4.7087, 0.7844, -4.2058)
H (4.0186, 0.0492, -5.6323)
H (4.5133, -0.8852, -4.3243)
H (2.2615, 1.1124, -3.6822)
H (2.1391, -1.8899, -4.3798)
H (1.6780, -0.6156, -5.4960)
H (0.7818, -0.8555, -3.9454)
H (2.1856, -0.4817, -1.9963)
C (-2.0988, -1.4329, 5.4712)
C (-2.8117, -1.8189, 6.7446)
C (-2.5914, -0.8833, 7.9221)
O (-4.1586, -1.6738, 6.4775)
H (-1.0209, -1.4621, 5.6301)
H (-2.3022, -0.6118, 4.7838)
H (-2.3201, -2.3024, 4.8522)
H (-2.5943, -2.8596, 6.9852)
H (-3.2144, -1.0073, 8.8079)
H (-2.7873, 0.1510, 7.6395)
H (-1.5355, -0.8844, 8.1928)
H (-4.7211, -2.2681, 6.9794)
C (-5.4492, 0.2197, -0.3516)
C (-6.0970, 0.2091, -1.7375)
C (-7.3094, 1.1451, -1.8072)
O (-5.1688, 0.5735, -2.7658)
H (-5.2139, 1.2331, -0.0264)
H (-4.5908, -0.4512, -0.3185)
H (-6.1191, -0.2678, 0.3567)
H (-6.3355, -0.8499, -1.8368)
H (-7.8678, 0.9296, -0.8962)
H (-7.9121, 1.0731, -2.7126)
H (-7.0522, 2.2039, -1.7759)
H (-4.3159, 0.1882, -2.5518)
C (2.9037, 8.6007, -6.9514)
O (3.2036, 8.7020, -5.5974)
C (4.2151, 7.7775, -5.3023)
C (4.2439, 7.5388, -3.7576)
N (5.5411, 7.0161, -3.2977)
C (5.6077, 6.7702, -1.8507)
C (4.6904, 5.6680, -1.4389)
O (3.5562, 6.1825, -0.7856)
C (2.4558, 5.2397, -0.6944)
H (3.7445, 8.9310, -7.5614)
H (2.0566, 9.2100, -7.2664)
H (2.5556, 7.6019, -7.2150)
H (5.1314, 8.3001, -5.5770)
H (4.2279, 6.8782, -5.9181)
H (3.5341, 6.7537, -3.4966)
H (3.9179, 8.4006, -3.1752)
H (6.4081, 7.4859, -3.5159)
H (5.6678, 7.6886, -1.2667)
H (6.6170, 6.3640, -1.7849)
H (5.2702, 5.1829, -0.6536)
H (4.4686, 4.8510, -2.1255)
H (2.0342, 5.3066, 0.3085)
H (2.6656, 4.2191, -1.0146)
H (1.6548, 5.5989, -1.3406)
C (4.0528, 2.7896, 2.1309)
O (4.8993, 2.2095, 1.1668)
C (4.5527, 0.8822, 0.8298)
C (5.2556, 0.4118, -0.4648)
N (6.6787, 0.1633, -0.1528)
C (7.5642, -0.3932, -1.2168)
C (7.2317, -1.8196, -1.5491)
O (8.0604, -2.1890, -2.6903)
C (7.6372, -3.4628, -3.1882)
H (4.2236, 2.3221, 3.1007)
H (3.0116, 2.6136, 1.8606)
H (4.1468, 3.8717, 2.2216)
H (3.4807, 0.8000, 0.6502)
H (4.9018, 0.3473, 1.7130)
H (5.1405, 1.1851, -1.2243)
H (4.8118, -0.4643, -0.9377)
H (7.0202, 0.9090, 0.4366)
H (8.5979, -0.3158, -0.8797)
H (7.4731, 0.1936, -2.1309)
H (6.1819, -1.9229, -1.8239)
H (7.4387, -2.3349, -0.6112)
H (6.6086, -3.5308, -3.5424)
H (7.7681, -4.1466, -2.3495)
H (8.3793, -3.6648, -3.9605)
C (0.9994, -4.8318, -3.6700)
O (-0.0091, -5.0594, -2.5950)
C (0.4905, -4.7983, -1.3006)
C (-0.6522, -4.8405, -0.2191)
N (-1.7015, -3.9138, -0.6734)
C (-2.7557, -3.7396, 0.3076)
C (-3.4780, -5.0642, 0.7903)
O (-4.6360, -4.7953, 1.5865)
C (-5.3015, -5.8907, 2.0227)
H (1.9603, -5.3267, -3.5289)
H (1.1644, -3.7620, -3.7980)
H (0.5975, -5.2444, -4.5954)
H (0.9910, -3.8313, -1.2519)
H (1.2573, -5.5388, -1.0729)
H (-0.2647, -4.7673, 0.7971)
H (-1.2396, -5.7434, -0.3862)
H (-2.1182, -4.1148, -1.5712)
H (-3.5679, -3.1831, -0.1601)
H (-2.4011, -3.1785, 1.1723)
H (-2.7282, -5.6902, 1.2740)
H (-3.7516, -5.6741, -0.0707)
H (-4.6492, -6.6451, 2.4626)
H (-5.7258, -6.4935, 1.2198)
H (-6.1859, -5.7688, 2.6480)
C (-2.4613, -6.7373, -7.7035)
O (-3.1505, -6.1709, -6.5948)
C (-2.3426, -5.3046, -5.7637)
C (-3.0678, -4.8726, -4.4700)
N (-2.3332, -4.0820, -3.5676)
C (-1.8870, -2.7128, -3.8865)
C (-3.0046, -1.7989, -3.4935)
O (-2.6154, -0.4427, -3.4560)
C (-2.4692, 0.2323, -4.6773)
H (-2.3619, -5.9754, -8.4767)
H (-3.1579, -7.4778, -8.0964)
H (-1.4948, -7.2049, -7.5156)
H (-2.0798, -4.4428, -6.3771)
H (-1.4359, -5.7681, -5.3748)
H (-3.4672, -5.8218, -4.1127)
H (-3.9284, -4.2878, -4.7949)
H (-1.5184, -4.4978, -3.1395)
H (-1.6583, -2.7302, -4.9521)
H (-0.9412, -2.4349, -3.4213)
H (-3.2351, -2.0067, -2.4486)
H (-3.9298, -2.0926, -3.9894)
H (-1.9658, 1.1779, -4.4760)
H (-3.2405, 0.5707, -5.3691)
H (-1.7836, -0.3228, -5.3177)
C (0.8200, 1.3257, -0.1054)
C (0.4523, -0.2063, -0.0443)
C (-0.6268, -0.4283, 1.0231)
O (-1.8153, 0.3379, 0.8745)
C (-2.6367, 0.4329, 2.0178)
N (-0.0412, -0.6624, -1.2803)
H (1.2742, 1.6158, 0.8421)
H (-0.1131, 1.8674, -0.2601)
H (1.5593, 1.5435, -0.8762)
H (1.3540, -0.7648, 0.2069)
H (-0.1596, -0.3505, 2.0049)
H (-0.8860, -1.4853, 1.0850)
H (-2.1724, 1.0119, 2.8161)
H (-2.8958, -0.6016, 2.2429)
H (-3.5684, 0.9486, 1.7850)
H (-0.2697, -1.6209, -1.0589)
H (-0.9788, -0.3167, -1.1336)
C (-4.4984, 1.8805, 5.0367)
C (-5.7680, 1.4078, 4.3378)
C (-6.6130, 2.5020, 3.7472)
O (-7.1630, 3.3509, 4.7634)
C (-8.2217, 4.2171, 4.4220)
N (-5.4713, 0.2702, 3.4873)
H (-4.6333, 2.8127, 5.5853)
H (-3.5964, 1.9776, 4.4325)
H (-4.2110, 1.1753, 5.8165)
H (-6.3563, 0.9841, 5.1518)
H (-7.4167, 2.0894, 3.1373)
H (-6.0469, 3.1329, 3.0619)
H (-9.0239, 3.6716, 3.9250)
H (-7.8914, 5.0552, 3.8084)
H (-8.4770, 4.5873, 5.4149)
H (-6.3672, -0.1699, 3.3333)
H (-5.2106, -0.3649, 4.2281)
C (-0.0894, 3.4573, 3.5025)
C (1.0935, 3.5617, 4.5031)
C (1.7608, 2.2813, 4.8755)
O (3.0125, 2.5645, 5.4892)
C (3.7312, 1.3807, 5.9178)
N (2.0842, 4.4173, 3.8906)
H (-0.8892, 2.8177, 3.8757)
H (0.3665, 2.9647, 2.6437)
H (-0.4945, 4.4404, 3.2626)
H (0.6044, 4.1074, 5.3099)
H (1.9319, 1.4843, 4.1519)
H (1.0215, 1.7273, 5.4540)
H (4.5237, 1.5608, 6.6442)
H (4.0542, 0.8187, 5.0416)
H (3.1140, 0.7333, 6.5408)
H (2.8806, 4.4325, 4.5116)
H (1.8673, 5.3983, 3.7866)

E / hartree: -5043.2416 -3415.2451